Entry 1:
Density functional theory data (the ωB97M-V functional and the def2-TZVPD basis) for C4H6BrNO2 as an isolated structure.

Values from the calculation:
HOMO energy	-8.776	eV
energy relative to the best compared isomer or geometry (same formula, charge and spin)	1.435	eV
LUMO energy	0.184	eV
orbital gap	8.96	eV

```
14
Properties=species:S:1:pos:R:3:forces:R:3:nbo_charge:R:1
C 0.431 0.378 0.498 -3.051 -0.309 1.642 0.465
C -1.485 0.516 0.917 4.597 -0.269 -0.681 0.652
C 1.016 -0.816 -1.492 0.961 -0.678 -1.408 -0.640
C 0.766 -0.966 -0.038 0.268 -1.511 1.540 -0.317
N -1.676 1.821 0.995 1.589 0.255 -1.311 -0.830
O 1.126 1.283 0.819 0.306 0.239 -0.376 -0.521
O -2.047 -0.471 1.202 -1.468 -1.160 0.276 -0.565
Br 2.227 -1.959 0.999 -0.419 0.926 -0.693 -0.051
H 0.229 -0.170 -1.910 0.329 0.005 -0.043 0.225
H 0.846 -1.819 -1.908 0.378 0.397 -0.358 0.232
H 2.054 -0.443 -1.775 -1.448 -0.346 0.511 0.241
H -0.005 -1.741 0.168 0.048 1.233 -0.232 0.263
H -0.870 2.224 0.437 -1.910 0.580 1.254 0.434
H -2.613 2.161 1.086 -0.181 0.637 -0.122 0.411
```
Forces are in eV/Å.

Entry 2:
Density functional theory data (the ωB97M-V functional and the def2-TZVPD basis) for a 2-piece molecular cluster, C4H6BrNO2 overall.

Values from the calculation:
expectation value of S²	2.009
HOMO energy (spin up / spin down)	-7.725 / -10.188	eV
multiplicity	3
energy relative to the best compared isomer or geometry (same formula, charge and spin)	3.529	eV
LUMO energy (spin up / spin down)	-0.199 / -2.639	eV
orbital gap (spin up / spin down)	7.53 / 7.55	eV

```
14
Properties=species:S:1:pos:R:3:forces:R:3:nbo_charge:R:1
C 1.342 -0.358 -0.015 2.210 -0.915 1.504 -0.372
C 0.295 -0.295 -1.115 0.379 2.513 -2.276 -0.540
C 0.243 -0.732 1.048 -0.061 0.021 -0.102 -0.536
C -0.727 -0.549 -0.085 -0.594 -3.111 0.894 0.045
N -1.319 1.826 0.109 -0.187 3.224 -0.615 0.529
O -0.737 2.411 -0.788 -0.929 -0.715 1.402 -0.284
O -1.962 2.255 1.017 0.458 -0.708 -0.460 -0.227
Br -2.242 -1.752 -0.213 0.491 0.780 -0.245 0.022
H 2.164 -1.243 -0.053 -1.884 2.335 -0.162 0.215
H 1.789 0.608 0.218 0.433 -0.166 -0.383 0.211
H 0.299 0.829 -1.595 -0.211 -3.113 0.841 0.247
H 0.338 -1.027 -1.928 0.101 0.130 0.156 0.235
H 0.600 -1.685 1.396 -0.943 -1.210 -0.167 0.228
H -0.084 -0.290 2.004 0.737 0.935 -0.387 0.227
```
Forces are in eV/Å.

Entry 3:
Density functional theory data (the ωB97M-V functional and the def2-TZVPD basis) for one molecule with the formula C4H6BrNS.

Values from the calculation:
HOMO energy (spin up / spin down)	-9.389 / -7.497	eV
energy relative to the best compared isomer or geometry (same formula, charge and spin)	4.287	eV
LUMO energy (spin up / spin down)	-0.353 / -2.095	eV
orbital gap (spin up / spin down)	9.04 / 5.40	eV

```
13
Properties=species:S:1:pos:R:3:forces:R:3:nbo_charge:R:1
C -1.469 0.016 1.669 1.944 -0.711 -1.383 0.150
C -0.265 1.009 -0.270 1.610 2.340 -1.987 -0.250
C 0.952 0.114 -0.684 -0.133 0.464 -0.248 -0.402
C 0.551 -1.313 -0.486 -0.401 0.947 3.131 -0.627
N -1.097 0.719 0.767 -1.260 0.139 1.851 -0.434
S 2.393 0.553 0.266 0.079 0.175 0.169 0.123
Br -2.730 0.218 2.965 -1.390 0.397 1.173 0.102
H -0.003 2.104 -0.264 0.296 -0.911 0.620 0.227
H -0.855 1.067 -1.147 -1.014 -0.463 -1.159 0.230
H 1.142 0.249 -1.762 -0.057 0.553 0.445 0.217
H -0.008 -1.628 -1.325 -0.607 -0.889 -0.675 0.216
H -0.042 -1.255 0.492 0.519 -0.962 -1.517 0.225
H 1.432 -1.852 -0.223 0.414 -1.080 -0.421 0.224
```
Forces are in eV/Å.

Entry 4:
Density functional theory data (the ωB97M-V functional and the def2-TZVPD basis) for a 2-piece molecular cluster, C4H6BrO3 overall.

Values from the calculation:
HOMO energy	-2.877	eV
energy relative to the best compared isomer or geometry (same formula, charge and spin)	1.411	eV
LUMO energy	3.454	eV
orbital gap	6.33	eV
total charge	-1

```
14
Properties=species:S:1:pos:R:3:forces:R:3:nbo_charge:R:1
Br 1.957 -1.248 -1.707 2.227 0.041 -0.796 -0.968
C 0.745 -0.318 1.475 0.605 1.111 0.218 -0.643
C -0.450 -0.151 0.568 0.189 -0.965 0.354 0.051
C -0.439 1.197 -0.092 0.867 0.032 -1.848 -0.095
O -0.981 0.868 -1.410 -1.298 1.803 -0.250 -0.505
C -0.899 -0.415 -1.655 1.498 -4.628 0.255 1.001
O -1.164 -1.100 -2.625 -0.402 2.466 1.195 -0.594
O -0.329 -1.077 -0.543 -2.930 2.053 0.509 -0.488
H 1.554 0.177 0.945 0.351 -0.184 -0.034 0.242
H 1.050 -1.346 1.522 -0.061 -0.539 0.421 0.246
H 0.701 0.205 2.463 -0.468 -0.684 -0.595 0.190
H -1.408 -0.404 1.048 0.124 0.409 0.138 0.165
H 0.564 1.549 -0.378 0.088 -0.475 0.609 0.210
H -0.901 2.061 0.388 -0.790 -0.440 -0.175 0.189
```
Forces are in eV/Å.

Entry 5:
Density functional theory data (the ωB97M-V functional and the def2-TZVPD basis) for a 2-piece molecular cluster, C4H6BrP overall.

Values from the calculation:
HOMO energy (spin up / spin down)	-9.314 / -9.314	eV
energy relative to the best compared isomer or geometry (same formula, charge and spin)	3.925	eV
LUMO energy (spin up / spin down)	-2.163 / -2.164	eV
orbital gap (spin up / spin down)	7.15 / 7.15	eV

```
12
Properties=species:S:1:pos:R:3:forces:R:3:nbo_charge:R:1
C -0.182 -1.285 -0.114 -1.957 -2.252 -0.606 -0.107
C 0.855 -0.399 0.228 4.369 0.332 2.430 -0.628
C 0.158 0.958 0.454 2.262 1.918 -1.209 -0.382
C -1.015 0.872 -0.544 -2.785 2.866 0.265 -0.731
P -1.719 -0.814 -0.586 0.918 -1.826 0.206 0.714
Br 0.842 -4.004 0.096 -0.980 2.371 -0.180 -0.336
H 1.447 -0.740 1.194 -1.117 0.559 -1.937 0.270
H 1.629 -0.306 -0.587 -0.677 -0.238 0.678 0.247
H -0.129 1.140 1.521 -0.088 -0.395 -1.102 0.235
H 0.977 1.833 0.167 -2.271 -2.083 0.720 0.228
H -1.912 1.536 -0.213 1.417 -0.920 -0.247 0.240
H -0.953 1.210 -1.616 0.911 -0.333 0.982 0.251
```
Forces are in eV/Å.

Entry 6:
Density functional theory data (the ωB97M-V functional and the def2-TZVPD basis) for C4H6CeFO4 as an isolated structure.

Values from the calculation:
expectation value of S²	2.001
HOMO energy (spin up / spin down)	-10.214 / -10.214	eV
multiplicity	3
energy relative to the best compared isomer or geometry (same formula, charge and spin)	4.700	eV
LUMO energy (spin up / spin down)	-6.463 / -6.557	eV
orbital gap (spin up / spin down)	3.75 / 3.66	eV
total charge	+1

```
16
Properties=species:S:1:pos:R:3:forces:R:3:nbo_charge:R:1
C 2.702 -2.571 1.185 -0.345 -0.520 0.618 -0.245
O 2.078 -2.654 -0.054 -1.206 -1.938 -1.661 -0.669
H 2.969 -3.569 1.592 0.107 0.255 -0.038 0.134
H 3.632 -1.978 1.106 -0.353 -0.251 -0.061 0.186
H 2.047 -2.087 1.945 0.283 -0.142 -0.238 0.150
C -0.009 -6.493 -0.986 0.044 3.874 1.652 0.992
O 1.310 -6.469 -0.683 0.417 -1.061 -0.455 -0.515
C 1.932 -5.224 -0.892 -0.329 0.747 0.180 0.411
C 0.989 -4.091 -0.484 3.913 2.852 1.353 -0.078
O -0.590 -5.384 -0.935 -0.771 -2.609 -1.115 -0.667
O -0.510 -7.630 -1.101 -2.755 -3.183 -0.925 -0.933
F 2.225 -5.141 -2.234 -0.023 0.057 0.233 -0.349
H 2.870 -5.229 -0.328 -0.250 -0.011 -0.107 0.192
H 0.658 -4.218 0.557 -0.666 0.379 -1.027 0.226
H 0.624 -3.558 -1.368 -0.532 -0.078 1.105 0.251
Ce -2.828 -8.922 -1.559 2.467 1.627 0.486 1.914
```
Forces are in eV/Å.

Entry 7:
Density functional theory data (the ωB97M-V functional and the def2-TZVPD basis) for C4H6CeO3 as an isolated structure.

Values from the calculation:
expectation value of S²	0.757
HOMO energy (spin up / spin down)	-12.198 / -12.239	eV
multiplicity	2
LUMO energy (spin up / spin down)	-5.513 / -5.494	eV
orbital gap (spin up / spin down)	6.68 / 6.75	eV
total charge	+1

```
14
Properties=species:S:1:pos:R:3:forces:R:3:mulliken_spin:R:1
H 5.160 -1.334 0.392 0.480 -0.448 0.116 0.000
O 5.047 -0.397 0.245 -2.462 1.330 -0.305 -0.013
C 0.671 1.169 0.353 1.372 -0.873 -1.142 -0.029
O -0.112 1.065 -0.758 0.171 1.690 1.244 -0.006
O 1.061 2.302 0.676 0.445 -0.966 -0.694 -0.012
Ce 3.238 0.778 0.027 0.053 -0.067 0.911 1.060
C -1.092 0.063 -1.056 -0.328 -0.692 -0.552 0.000
C -1.574 -0.781 0.080 0.045 -0.089 0.580 0.001
C -2.687 -0.532 0.771 0.614 0.410 0.340 -0.001
H -0.635 -0.571 -1.828 -0.245 0.085 0.073 0.000
H -1.921 0.618 -1.511 0.232 -0.158 0.153 0.000
H -0.940 -1.631 0.352 -0.311 0.153 -0.099 0.000
H -2.962 -1.138 1.636 -0.020 0.056 -0.397 0.000
H -3.254 0.390 0.620 -0.046 -0.432 -0.229 0.000
```
Forces are in eV/Å.

Entry 8:
Density functional theory data (the ωB97M-V functional and the def2-TZVPD basis) for one molecule with the formula C4H6Cl2.

Values from the calculation:
HOMO energy	-10.349	eV
energy relative to the best compared isomer or geometry (same formula, charge and spin)	1.720	eV
LUMO energy	0.844	eV
orbital gap	11.19	eV

```
12
Properties=species:S:1:pos:R:3:forces:R:3:nbo_charge:R:1
Cl -1.353 -0.623 1.452 0.419 -0.202 -0.452 -0.080
C -0.783 0.056 -0.162 1.247 -1.163 0.734 -0.142
Cl 0.178 -1.108 -1.145 -1.422 -0.865 -0.030 -0.039
C 0.241 1.095 0.142 0.355 0.421 -2.283 -0.279
C 1.289 1.645 -0.914 -1.841 -2.501 2.140 -0.403
C 1.699 0.916 0.325 1.906 -3.033 -2.889 -0.395
H -1.769 0.272 -0.556 0.541 0.432 -0.829 0.241
H -0.160 1.800 0.783 -0.536 1.505 1.242 0.225
H 1.454 2.592 -1.249 0.211 2.900 0.173 0.214
H 1.328 0.995 -1.716 0.065 -1.160 -1.574 0.210
H 1.996 1.496 1.087 1.522 1.796 2.690 0.209
H 2.439 -0.003 0.075 -2.468 1.869 1.080 0.238
```
Forces are in eV/Å.

Entry 9:
Density functional theory data (the ωB97M-V functional and the def2-TZVPD basis) for one molecule with the formula C4H6Cl2O.

Values from the calculation:
HOMO energy (spin up / spin down)	-7.890 / -8.266	eV
energy relative to the best compared isomer or geometry (same formula, charge and spin)	4.165	eV
LUMO energy (spin up / spin down)	0.294 / 0.160	eV
orbital gap (spin up / spin down)	8.18 / 8.43	eV

```
13
Properties=species:S:1:pos:R:3:forces:R:3:nbo_charge:R:1
C -0.063 -0.669 1.114 0.937 4.029 -2.313 -0.136
C -0.522 -0.393 -0.326 0.357 -2.822 -1.983 -0.104
C 1.885 -0.067 0.038 -2.084 0.125 -0.652 0.162
C -1.402 0.724 -0.847 3.152 -1.212 1.687 -0.678
O 1.397 -0.753 1.074 -0.523 -1.681 0.944 -0.538
Cl 1.832 1.654 0.202 0.379 0.560 0.059 -0.016
Cl 3.250 -0.713 -0.719 0.446 -0.154 -0.034 0.071
H -0.236 0.244 1.696 -0.512 -0.532 0.410 0.188
H -0.621 -1.511 1.366 0.082 -1.718 1.467 0.210
H -0.671 -1.414 -0.875 0.475 1.903 0.776 0.175
H -2.184 0.726 -0.194 -2.333 0.856 2.240 0.215
H -1.875 0.576 -1.748 -0.274 -0.516 -2.459 0.224
H -0.790 1.596 -0.782 -0.101 1.162 -0.141 0.228
```
Forces are in eV/Å.